1.
{
  "formula": "C11H20N3P2Sc",
  "method": "wB97M-V/def2-TZVPD",
  "species": ["C", "C", "C", "C", "C", "Sc", "P", "H", "H", "H", "H", "H", "H", "H", "H", "C", "N", "C", "N", "C", "N", "C", "P", "C", "C", "H", "H", "H", "H", "H", "H", "H", "H", "H", "H", "H", "H"],
  "xyz": [[-2.968, -1.980, 0.662], [-2.590, -3.170, 1.334], [-1.906, -2.829, 2.535], [-1.952, -1.431, 2.689], [-2.575, -0.857, 1.526], [-2.169, 0.088, -1.519], [-3.817, 1.625, -2.467], [-3.846, -1.786, -0.036], [-2.769, -4.214, 1.021], [-1.617, -3.561, 3.311], [-2.907, 0.212, 1.294], [-1.690, -0.894, 3.565], [-4.700, 2.691, -2.080], [-4.594, 0.898, -3.488], [-2.852, 2.282, -3.378], [2.931, 1.859, 0.307], [2.378, 0.812, 1.184], [2.834, -0.506, 0.715], [2.431, -0.754, -0.693], [2.972, 0.328, -1.546], [2.517, 1.656, -1.097], [1.060, 1.840, -1.282], [0.000, 0.626, -0.339], [0.910, 0.886, 1.299], [0.969, -0.906, -0.840], [4.030, 1.834, 0.357], [2.559, 2.837, 0.647], [2.396, -1.280, 1.351], [3.937, -0.545, 0.779], [2.633, 0.164, -2.580], [4.073, 0.302, -1.505], [0.824, 2.863, -0.978], [0.850, 1.768, -2.353], [0.577, 0.159, 2.044], [0.668, 1.883, 1.698], [0.751, -1.131, -1.900], [0.650, -1.769, -0.236]],
  "orbital_gap_ha": [0.1993, 0.2094],
  "homo_energy_ev": [-6.32, -6.16],
  "e_above_lowest_ev": 2.0669
}

2.
{
  "formula": "C11H20N4O5",
  "method": "wB97M-V/def2-TZVPD",
  "species": ["O", "O", "O", "O", "O", "C", "C", "C", "C", "N", "N", "N", "N", "C", "C", "C", "C", "C", "C", "C", "H", "H", "H", "H", "H", "H", "H", "H", "H", "H", "H", "H", "H", "H", "H", "H", "H", "H", "H", "H"],
  "xyz": [[1.715, -0.536, -1.511], [-2.429, -2.594, -2.906], [-1.455, 1.540, -0.336], [0.614, 2.128, 3.686], [2.962, 1.156, 0.340], [1.140, -1.615, -1.306], [-2.061, -1.531, -3.388], [-0.936, 0.448, -0.185], [-0.007, 2.056, 2.626], [-2.080, -1.374, -4.699], [-1.344, 2.374, 2.499], [-0.190, -1.789, -1.147], [-0.041, 0.294, 0.807], [1.947, -2.911, -1.188], [-2.127, 2.943, 3.566], [-1.596, -0.345, -2.558], [2.489, -0.285, 2.015], [-1.217, -0.763, -1.111], [0.686, 1.480, 1.375], [2.197, 1.140, 1.535], [2.473, 0.697, -0.368], [-2.371, -2.211, -5.203], [-1.859, -0.475, -5.112], [-1.768, 2.350, 1.612], [-0.534, -2.752, -1.085], [0.351, -0.621, 0.898], [1.606, -3.633, -1.928], [1.851, -3.278, -0.164], [3.004, -2.728, -1.333], [-3.210, 2.735, 3.432], [-1.767, 2.525, 4.506], [-2.040, 4.032, 3.585], [-2.363, 0.377, -2.564], [-0.712, 0.105, -3.015], [1.926, -0.495, 2.942], [3.512, -0.306, 2.381], [2.386, -1.019, 1.202], [-2.121, -1.244, -0.727], [0.678, 2.279, 0.633], [2.694, 1.849, 2.190]],
  "orbital_gap_ha": 0.3598,
  "smiles": "CNC(=O)[C@H](NC(=O)[C@@H](CC(N)=O)NC(C)=O)[C@@H](C)O",
  "homo_energy_ev": -9.36,
  "e_above_lowest_ev": 0.3729
}

3.
{
  "formula": "C11H20N6OPtS3",
  "method": "wB97M-V/def2-TZVPD",
  "species": ["Pt", "C", "C", "N", "N", "C", "N", "S", "C", "C", "C", "C", "C", "N", "H", "H", "H", "H", "H", "H", "H", "H", "H", "H", "C", "S", "C", "O", "H", "H", "H", "H", "H", "H", "N", "C", "N", "S", "H", "H", "H", "H"],
  "xyz": [[0.733, -0.639, -0.021], [-1.081, -3.751, 2.408], [-0.809, -2.635, 1.455], [0.281, -1.963, 1.449], [1.275, -2.233, 2.357], [2.471, -1.640, 2.213], [3.415, -1.916, 3.098], [2.775, -0.572, 0.929], [-1.741, -2.214, 0.401], [-3.059, -2.621, 0.424], [-3.917, -2.217, -0.592], [-3.405, -1.440, -1.602], [-2.072, -1.048, -1.539], [-1.242, -1.398, -0.564], [-0.201, -4.389, 2.507], [-1.888, -4.384, 2.051], [-1.360, -3.372, 3.395], [1.068, -2.829, 3.145], [3.288, -2.564, 3.859], [4.314, -1.465, 3.021], [-3.430, -3.243, 1.225], [-4.954, -2.524, -0.590], [-4.012, -1.124, -2.438], [-1.680, -0.447, -2.324], [-3.087, 3.488, 0.015], [-1.435, 3.031, -0.481], [-1.207, 4.266, -1.750], [-1.593, 1.703, -1.203], [-3.041, 4.458, 0.510], [-3.433, 2.736, 0.720], [-3.737, 3.522, -0.857], [-1.211, 5.251, -1.285], [-2.004, 4.181, -2.488], [-0.234, 4.090, -2.207], [0.019, 0.753, -3.472], [1.281, 0.706, -3.107], [2.252, 0.584, -3.995], [1.735, 0.947, -1.437], [-0.246, 0.658, -4.442], [-0.616, 1.173, -2.776], [2.082, 0.616, -4.988], [3.200, 0.469, -3.676]],
  "orbital_gap_ha": 0.2782,
  "total_charge": 2,
  "homo_energy_ev": -14.31
}

4.
{
  "formula": "C11H20OS",
  "method": "wB97M-V/def2-TZVPD",
  "species": ["C", "C", "C", "C", "C", "C", "C", "C", "C", "C", "C", "O", "S", "H", "H", "H", "H", "H", "H", "H", "H", "H", "H", "H", "H", "H", "H", "H", "H", "H", "H", "H", "H"],
  "xyz": [[-0.286, 1.837, -0.739], [0.634, 1.393, 0.385], [-2.633, 1.574, 0.381], [-3.628, 0.461, 0.218], [-1.637, 1.183, -0.735], [-1.384, -0.330, -0.674], [0.613, -0.182, 0.372], [0.258, -0.733, 1.768], [3.029, -0.628, -0.134], [1.251, -2.437, -0.792], [1.547, -0.940, -0.563], [-3.425, -1.988, -0.578], [-2.622, -1.108, 0.292], [-0.272, 2.856, -0.675], [0.120, 1.553, -1.610], [1.726, 1.592, 0.286], [0.353, 1.615, 1.455], [-3.128, 2.617, 0.124], [-2.081, 1.433, 1.402], [-4.348, 0.486, 1.030], [-3.992, 0.316, -0.720], [-2.262, 1.522, -1.694], [-1.034, -0.866, -1.641], [0.989, -1.295, 2.299], [-0.468, -1.583, 1.587], [-0.176, -0.045, 2.548], [3.105, -0.959, 0.987], [3.358, 0.482, -0.210], [3.588, -1.305, -0.802], [0.573, -2.468, -1.543], [0.831, -3.048, 0.148], [2.175, -2.830, -1.202], [1.626, -0.642, -1.613]],
  "orbital_gap_ha": 0.3257,
  "homo_energy_ev": -8.12,
  "e_above_lowest_ev": 4.1200
}

5.
{
  "formula": "C11H21BBr2F4N3O7P3",
  "method": "wB97M-V/def2-TZVPD",
  "species": ["C", "C", "P", "C", "C", "N", "P", "O", "Br", "C", "N", "C", "Br", "C", "O", "C", "F", "F", "F", "C", "B", "N", "O", "C", "C", "F", "H", "H", "H", "H", "H", "H", "H", "H", "H", "H", "H", "H", "H", "H", "H", "H", "H", "H", "H", "H", "H", "O", "P", "O", "O", "O"],
  "xyz": [[3.029, -0.639, -2.110], [2.197, 0.549, -2.623], [0.347, 0.345, -2.489], [0.018, -1.216, -3.394], [0.039, 0.228, -0.644], [-0.547, -0.902, 0.038], [-0.663, -2.605, -0.127], [-1.580, -2.979, -1.517], [1.427, -3.351, -0.643], [-1.143, -0.365, 1.224], [-1.769, -1.240, 2.121], [-0.979, 1.091, 1.283], [-2.657, 1.711, 2.354], [0.180, 1.689, 2.103], [1.210, 0.711, 2.362], [2.370, 1.236, 2.623], [2.939, 1.788, 1.548], [2.332, 2.185, 3.540], [3.167, 0.299, 3.012], [-0.949, 1.376, -0.259], [-2.402, 1.172, -0.874], [-2.765, 0.026, -1.734], [-3.398, 2.122, -0.636], [-0.492, 2.762, -0.728], [-1.040, 3.927, 0.062], [0.914, 2.843, -0.716], [4.076, -0.558, -2.401], [2.974, -0.708, -1.034], [2.654, -1.547, -2.561], [2.479, 0.740, -3.654], [2.424, 1.401, -1.991], [0.493, -2.109, -2.997], [0.415, -1.077, -4.402], [-1.034, -1.432, -3.508], [1.002, 0.465, -0.179], [-2.473, -2.717, -1.263], [-2.773, -1.080, 2.144], [-1.393, -1.055, 3.042], [0.615, 2.556, 1.612], [-0.204, 2.034, 3.055], [-3.314, -0.657, -1.223], [-3.309, 0.401, -2.502], [-4.107, 1.729, -0.113], [-0.791, 2.884, -1.766], [-0.399, 4.800, -0.025], [-2.013, 4.201, -0.325], [-1.167, 3.732, 1.120], [2.346, -5.216, 2.040], [1.215, -4.955, 3.040], [0.947, -3.452, 3.216], [1.611, -5.532, 4.403], [-0.058, -5.609, 2.496]],
  "orbital_gap_ha": 0.0918,
  "total_charge": -2,
  "homo_energy_ev": 0.27
}

6.
{
  "formula": "C11H21Cl6FN2O7",
  "method": "wB97M-V/def2-TZVPD",
  "species": ["C", "N", "O", "O", "H", "H", "H", "C", "N", "O", "O", "H", "H", "H", "C", "C", "O", "C", "O", "O", "F", "H", "H", "H", "Cl", "C", "C", "Cl", "H", "H", "H", "H", "Cl", "C", "C", "Cl", "H", "H", "H", "H", "Cl", "C", "C", "Cl", "H", "H", "H", "H"],
  "xyz": [[1.576, 4.211, 1.674], [1.424, 4.566, 3.108], [0.461, 5.246, 3.413], [2.277, 4.173, 3.875], [0.593, 4.128, 1.231], [2.142, 3.290, 1.609], [2.140, 5.017, 1.210], [-0.167, 0.755, -1.458], [1.131, 0.492, -0.825], [1.571, -0.637, -0.947], [1.645, 1.377, -0.165], [-0.951, 0.361, -0.807], [-0.257, 0.246, -2.408], [-0.373, 1.822, -1.500], [0.901, -2.450, 2.235], [0.705, -0.977, 2.519], [-0.592, -0.736, 1.980], [-1.278, -1.926, 1.993], [-2.444, -2.006, 1.845], [-0.436, -2.955, 2.206], [1.608, -0.190, 1.904], [1.487, -2.964, 2.999], [1.388, -2.693, 1.289], [0.645, -0.707, 3.576], [3.840, -2.782, -4.604], [4.070, -1.426, -3.454], [5.557, -1.192, -3.314], [5.821, 0.195, -2.193], [3.600, -1.687, -2.511], [3.573, -0.556, -3.872], [5.982, -0.898, -4.265], [6.059, -2.032, -2.852], [-3.003, -5.073, -0.708], [-3.889, -3.922, -1.779], [-3.401, -2.493, -1.694], [-1.648, -2.337, -1.603], [-4.907, -4.018, -1.415], [-3.819, -4.321, -2.785], [-3.869, -1.934, -0.888], [-3.733, -2.001, -2.612], [-2.084, 3.970, 0.463], [-2.602, 2.719, 1.625], [-3.672, 1.831, 1.052], [-5.158, 2.748, 0.633], [-2.893, 3.211, 2.545], [-1.720, 2.104, 1.805], [-3.980, 1.060, 1.749], [-3.319, 1.392, 0.123]],
  "orbital_gap_ha": 0.3958,
  "smiles": "O=C1OC[C@@H](F)O1.C[N+](=O)[O-].C[N+](=O)[O-].ClCCCl.ClCCCl.ClCCCl",
  "homo_energy_ev": -10.84,
  "e_above_lowest_ev": 0.0000
}

no.,E (Eh)
1,-2038.588672
2,-1026.455324
3,-2148.359911
4,-904.369906
5,-7719.121954
6,-3928.777154